# 1
Below is a structure of composition C40H64IrN6O2Se in a non-equilibrium geometry, with properties calculated with ωB97M-V/def2-TZVPD.

Element x y z (Å)
Ir (0.061, -0.599, -1.517)
C (-1.130, 6.313, 1.381)
C (0.176, 5.733, 1.956)
C (-0.012, 5.463, 3.455)
C (1.267, 6.795, 1.788)
C (0.465, 4.455, 1.200)
C (-0.486, 3.424, 1.192)
C (-0.377, 2.388, 0.297)
Se (-1.819, 1.123, -0.057)
C (-2.038, -0.197, 1.371)
C (-2.776, 0.048, 2.502)
C (-3.109, -1.002, 3.374)
C (-2.558, -2.256, 3.099)
C (-1.832, -2.565, 1.968)
C (-1.643, -1.527, 0.994)
O (-1.162, -1.772, -0.159)
C (-1.428, -4.008, 1.713)
C (-0.834, -4.659, 2.973)
C (-0.406, -4.190, 0.585)
C (-2.722, -4.743, 1.319)
C (-4.099, -0.788, 4.502)
C (-4.460, -2.092, 5.219)
C (-3.521, 0.200, 5.528)
C (-5.393, -0.201, 3.910)
C (0.681, 2.337, -0.669)
O (0.691, 1.457, -1.594)
C (1.735, 3.305, -0.548)
C (1.593, 4.308, 0.380)
C (2.900, 3.224, -1.519)
C (3.622, 1.877, -1.346)
C (3.924, 4.346, -1.322)
C (2.337, 3.329, -2.947)
H (-1.343, 7.268, 1.852)
H (-1.979, 5.659, 1.553)
H (-1.026, 6.479, 0.312)
H (-0.125, 6.413, 3.969)
H (0.856, 4.955, 3.867)
H (-0.896, 4.867, 3.662)
H (0.922, 7.725, 2.233)
H (1.472, 6.998, 0.740)
H (2.186, 6.503, 2.292)
H (-1.339, 3.467, 1.850)
H (-3.132, 1.049, 2.699)
H (-2.741, -3.050, 3.800)
H (0.060, -4.131, 3.300)
H (-0.556, -5.685, 2.741)
H (-1.536, -4.696, 3.800)
H (0.458, -3.544, 0.725)
H (-0.843, -3.975, -0.385)
H (-0.066, -5.223, 0.577)
H (-3.450, -4.711, 2.126)
H (-2.490, -5.780, 1.094)
H (-3.165, -4.282, 0.438)
H (-3.609, -2.501, 5.758)
H (-4.841, -2.835, 4.520)
H (-5.246, -1.896, 5.944)
H (-2.595, -0.185, 5.947)
H (-4.230, 0.337, 6.340)
H (-3.325, 1.173, 5.086)
H (-5.776, -0.853, 3.128)
H (-5.243, 0.792, 3.497)
H (-6.143, -0.130, 4.693)
H (2.377, 5.040, 0.459)
H (4.105, 1.822, -0.372)
H (4.389, 1.780, -2.110)
H (2.934, 1.040, -1.448)
H (4.422, 4.273, -0.357)
H (3.463, 5.327, -1.415)
H (4.684, 4.265, -2.096)
H (1.688, 2.486, -3.165)
H (3.150, 3.338, -3.667)
H (1.762, 4.245, -3.060)
C (3.876, -4.342, -1.002)
N (3.687, -3.106, -0.280)
C (4.600, -2.818, 0.812)
C (3.860, -1.752, 1.616)
N (2.829, -1.315, 0.695)
C (1.834, -0.415, 1.196)
C (2.735, -2.142, -0.386)
N (1.892, -1.926, -1.359)
C (1.962, -2.655, -2.610)
C (1.562, -1.764, -3.793)
N (0.198, -1.297, -3.647)
C (-0.592, -1.118, -4.678)
N (-1.927, -0.955, -4.516)
C (-2.610, -0.829, -3.264)
C (-2.588, -0.610, -5.757)
C (-1.529, -0.972, -6.794)
N (-0.307, -1.071, -6.006)
C (0.912, -1.305, -6.742)
H (4.235, -5.094, -0.297)
H (4.621, -4.243, -1.797)
H (2.940, -4.703, -1.417)
H (5.554, -2.445, 0.421)
H (4.796, -3.718, 1.395)
H (4.499, -0.912, 1.892)
H (3.403, -2.153, 2.529)
H (1.311, -0.841, 2.058)
H (1.107, -0.220, 0.403)
H (2.292, 0.528, 1.500)
H (1.276, -3.511, -2.582)
H (2.977, -3.000, -2.812)
H (1.672, -2.383, -4.685)
H (2.255, -0.914, -3.844)
H (-2.151, -1.495, -2.528)
H (-3.652, -1.119, -3.400)
H (-2.580, 0.202, -2.891)
H (-2.835, 0.457, -5.781)
H (-3.511, -1.182, -5.874)
H (-1.414, -0.213, -7.572)
H (-1.742, -1.931, -7.281)
H (0.822, -0.810, -7.709)
H (1.076, -2.370, -6.935)
H (1.776, -0.886, -6.233)

* energy relative to the best compared isomer or geometry (same formula, charge and spin): 302.0 kJ/mol
* charge: +2
* E_LUMO (alpha / beta): -8.44 / -8.43 eV
* maximum force: 0.064 Eh/bohr
* multiplicity: 2

***

# 2
Below is the ion C8H16N2 with charge +2 in a non-equilibrium geometry, with properties calculated with ωB97M-V/def2-TZVPD.

Element x y z (Å)
C (-1.124, 0.506, 3.121)
C (-0.147, 0.247, 2.216)
C (-0.128, 0.717, 0.838)
N (-0.844, 1.667, 0.354)
C (-0.789, 2.376, -0.871)
N (0.766, -0.026, -0.197)
C (2.013, 0.022, 0.052)
C (0.085, -0.943, -1.036)
C (-0.596, -1.981, -0.171)
C (1.008, -1.548, -2.045)
H (-0.861, 0.245, 4.119)
H (-1.987, 1.028, 2.924)
H (0.710, -0.567, 2.254)
H (-1.394, 2.320, 0.954)
H (-1.772, 2.689, -1.097)
H (-0.566, 1.727, -1.821)
H (-0.172, 3.325, -0.878)
H (2.582, -0.318, -0.793)
H (2.438, 0.707, 0.904)
H (-0.604, -0.336, -1.589)
H (0.134, -2.425, 0.521)
H (-1.476, -1.462, 0.344)
H (-0.915, -2.844, -0.777)
H (1.799, -2.340, -1.836)
H (1.506, -0.770, -2.691)
H (0.332, -2.016, -2.802)

* energy relative to the best compared isomer or geometry (same formula, charge and spin): 249.7 kJ/mol
* charge: +2
* E_LUMO: -9.67 eV
* maximum force: 0.108 Eh/bohr

***

# 3
Below is a structure of composition C7H18I2IrNO3P2 in a non-equilibrium geometry, with properties calculated with ωB97M-V/def2-TZVPD.

Element x y z (Å)
I (0.304, -0.565, -4.784)
I (-0.353, 1.902, -4.059)
Ir (-0.004, 0.110, 0.702)
P (-2.221, -0.059, -0.069)
C (-3.203, 1.440, 0.381)
C (-2.854, -0.569, -1.684)
H (-3.940, -0.718, -1.613)
H (-4.030, -1.345, 0.965)
H (-2.402, -1.524, -1.966)
H (-2.504, -2.285, 0.957)
H (-2.976, 2.260, -0.313)
H (-2.606, 0.179, -2.445)
C (-2.943, -1.289, 1.119)
H (-4.281, 1.231, 0.355)
H (-2.745, -0.964, 2.153)
H (-2.940, 1.742, 1.402)
P (2.223, 0.017, -0.061)
C (3.151, 1.549, 0.396)
C (2.984, -1.189, 1.129)
H (2.463, -1.438, -1.966)
H (3.974, -0.581, -1.597)
H (2.617, 0.257, -2.440)
C (2.884, -0.474, -1.671)
H (2.579, -2.199, 0.963)
H (4.072, -1.209, 0.975)
H (4.236, 1.377, 0.374)
H (2.873, 1.843, 1.416)
H (2.774, -0.873, 2.163)
H (2.900, 2.362, -0.298)
C (-0.034, 1.936, 0.266)
O (-0.054, 3.070, 0.563)
O (0.036, -2.322, 3.411)
N (0.023, -1.494, 2.493)
O (-0.002, -0.179, 2.783)

* energy relative to the best compared isomer or geometry (same formula, charge and spin): 137.8 kJ/mol
* charge: +3
* E_LUMO (alpha / beta): -11.73 / -14.63 eV
* maximum force: 0.107 Eh/bohr
* multiplicity: 6

***

# 4
Below is a structure of composition C2F6MnNO4S2Te4 in a non-equilibrium geometry, with properties calculated with ωB97M-V/def2-TZVPD.

Element x y z (Å)
Mn (-1.104, -0.313, -0.728)
F (3.640, 1.162, -0.850)
C (2.358, 1.053, -1.190)
F (2.246, 1.193, -2.502)
F (1.671, 1.990, -0.569)
S (1.778, -0.673, -0.733)
O (0.859, -1.106, -1.776)
O (2.964, -1.414, -0.464)
N (0.869, -0.356, 0.565)
S (0.344, -1.596, 1.446)
O (1.329, -2.344, 2.149)
O (-0.684, -2.268, 0.669)
C (-0.569, -0.613, 2.714)
F (0.259, 0.176, 3.387)
F (-1.153, -1.458, 3.556)
F (-1.503, 0.133, 2.126)
Te (-3.700, -0.504, -1.438)
Te (-5.156, 1.688, -1.482)
Te (-3.244, 3.452, -2.463)
Te (-1.204, 1.799, -2.417)

* energy relative to the best compared isomer or geometry (same formula, charge and spin): 86.3 kJ/mol
* charge: -1
* E_LUMO (alpha / beta): 2.16 / 1.96 eV
* maximum force: 0.031 Eh/bohr
* multiplicity: 6

***

# 5
Below is a cluster of 2 separate species, C6H16Br2NPSi in total in a non-equilibrium geometry, with properties calculated with ωB97M-V/def2-TZVPD.

Element x y z (Å)
C (0.760, 2.331, 0.935)
C (1.978, 1.812, 0.120)
C (2.220, 2.092, -1.348)
P (1.871, -0.097, 0.352)
Br (1.970, -0.822, -1.765)
Br (4.015, -0.483, 0.771)
H (1.183, 3.354, 1.260)
H (0.019, 2.434, 0.178)
H (0.374, 1.765, 1.813)
H (2.984, 1.945, 0.559)
H (3.192, 2.012, -1.512)
H (1.958, 3.203, -1.482)
H (1.538, 1.508, -1.930)
C (-1.116, 0.376, -1.104)
N (-0.483, -0.491, -0.142)
Si (-0.864, -1.967, 0.509)
C (-0.053, -2.831, 1.981)
C (-2.099, -2.955, -0.454)
H (-1.887, 1.116, -0.748)
H (-0.492, 1.026, -1.757)
H (-1.764, -0.312, -1.766)
H (0.648, -2.074, 2.592)
H (-0.765, -3.059, 2.650)
H (0.444, -3.668, 1.644)
H (-2.197, -4.112, -0.226)
H (-3.189, -2.689, -0.340)
H (-1.979, -2.944, -1.462)

* energy relative to the best compared isomer or geometry (same formula, charge and spin): 348.0 kJ/mol
* charge: 0
* E_LUMO: 0.14 eV
* maximum force: 0.135 Eh/bohr

***

# 6
Below is a structure of composition C30H45F5P2PmS in a non-equilibrium geometry, with properties calculated with ωB97M-V/def2-TZVPD.

Element x y z (Å)
Pm (0.260, 0.240, -0.490)
C (2.353, 0.999, 0.928)
C (1.809, 2.165, 0.306)
C (0.322, 1.474, 1.936)
C (1.469, 0.619, 1.988)
C (0.539, 2.442, 0.908)
C (3.660, 0.362, 0.607)
H (3.856, 0.317, -0.477)
H (3.727, -0.668, 0.987)
H (4.493, 0.932, 1.057)
C (1.805, -0.250, 3.148)
H (2.720, -0.837, 2.996)
H (1.000, -0.965, 3.374)
H (1.946, 0.358, 4.064)
C (-0.765, 1.529, 2.949)
H (-0.594, 2.339, 3.684)
H (-0.858, 0.590, 3.507)
H (-1.750, 1.711, 2.494)
C (-0.340, 3.608, 0.628)
H (0.035, 4.508, 1.152)
H (-1.368, 3.443, 0.975)
H (-0.394, 3.865, -0.443)
C (2.453, 2.940, -0.788)
H (3.267, 3.582, -0.392)
H (1.746, 3.595, -1.312)
H (2.920, 2.301, -1.554)
C (0.297, -0.230, -3.622)
C (1.472, 0.400, -3.386)
C (2.048, 1.362, -4.386)
C (1.378, 2.756, -4.538)
C (0.141, 2.998, -3.719)
C (-1.008, 2.380, -3.983)
C (-1.139, 1.392, -5.107)
C (-0.464, 0.007, -4.897)
H (2.061, 0.887, -5.381)
H (1.150, 2.902, -5.608)
H (3.109, 1.531, -4.138)
H (0.206, -0.163, -5.756)
H (-0.071, -1.083, -3.025)
H (2.185, 0.090, -2.601)
H (-1.252, -0.759, -4.990)
H (-2.209, 1.239, -5.314)
H (-1.935, 2.598, -3.446)
H (-0.733, 1.827, -6.035)
H (2.117, 3.535, -4.299)
H (0.230, 3.766, -2.949)
P (1.227, -2.576, -0.242)
C (1.969, -3.242, 1.293)
H (2.237, -4.301, 1.171)
H (1.256, -3.160, 2.125)
H (2.866, -2.668, 1.560)
C (0.044, -3.904, -0.684)
H (0.511, -4.900, -0.620)
H (-0.316, -3.738, -1.709)
H (-0.820, -3.868, -0.006)
C (2.618, -2.873, -1.408)
H (2.275, -2.729, -2.443)
H (3.029, -3.891, -1.286)
H (3.415, -2.138, -1.212)
P (-2.659, 0.015, -0.368)
C (-3.338, 1.721, -0.395)
H (-4.291, 1.787, -0.940)
H (-2.611, 2.401, -0.865)
H (-3.490, 2.063, 0.647)
C (-3.331, -0.878, -1.823)
H (-3.210, -0.275, -2.732)
H (-4.392, -1.159, -1.684)
H (-2.754, -1.807, -1.955)
C (-3.743, -0.698, 0.939)
H (-4.809, -0.474, 0.759)
H (-3.450, -0.288, 1.915)
H (-3.595, -1.787, 1.012)
F (-1.546, -2.173, 8.096)
C (-1.461, -2.138, 6.754)
C (-0.529, -2.937, 6.083)
F (0.294, -3.744, 6.789)
C (-0.458, -2.899, 4.703)
F (0.457, -3.703, 4.089)
C (-1.290, -2.069, 3.903)
S (-1.168, -2.030, 2.192)
C (-2.219, -1.283, 4.640)
F (-3.089, -0.462, 3.971)
C (-2.309, -1.303, 6.019)
F (-3.215, -0.525, 6.657)

* charge: +1
* E_LUMO (alpha / beta): -3.52 / -3.26 eV
* maximum force: 0.034 Eh/bohr
* multiplicity: 5

***

# 7
Below is a structure of composition C2H11NNb, with properties calculated with ωB97M-V/def2-TZVPD.

Element x y z (Å)
C (-0.518, -0.451, 1.929)
N (-0.308, -1.347, 0.805)
C (-0.528, -0.662, -0.467)
Nb (0.807, 0.849, -1.448)
H (-0.333, -0.975, 2.876)
H (-1.532, -0.007, 1.976)
H (0.198, 0.370, 1.817)
H (-0.984, -2.105, 0.886)
H (-1.548, -0.221, -0.481)
H (-0.472, -1.429, -1.268)
H (-0.307, 1.547, -2.818)
H (-0.103, 1.996, -0.317)
H (1.680, 0.623, 0.143)
H (1.908, -0.385, -2.396)
H (2.040, 2.196, -1.237)

* charge: -1
* E_LUMO: 3.68 eV
* maximum force: 0.018 Eh/bohr

***

# 8
Below is the molecule C3H5NO in a non-equilibrium geometry, with properties calculated with ωB97M-V/def2-TZVPD.

Element x y z (Å)
O (-0.431, -1.362, 1.527)
C (0.344, -0.707, 0.802)
N (-0.348, 0.328, -0.035)
C (-0.189, 0.296, -1.358)
C (0.472, 1.357, -0.689)
H (1.405, -0.704, 0.599)
H (0.270, -0.635, -1.861)
H (-1.084, 0.501, -1.951)
H (1.481, 1.358, -0.357)
H (0.049, 2.409, -0.941)

* energy relative to the best compared isomer or geometry (same formula, charge and spin): 275.1 kJ/mol
* charge: 0
* E_LUMO: 0.65 eV
* maximum force: 0.150 Eh/bohr

***

What is the charge in the fifth record?
0

***

Among the records above, which one has the lowest maximum force?
C2H11NNb